# 1
Entry from the OMol25 dataset: an isolated ion of composition C5H15N2 and charge +1 in a non-equilibrium geometry (ωB97M-V/def2-TZVPD).

Calculated values
* HOMO-LUMO gap: 12.1 eV
* structure (SMILES): C[C@H](N)[N+](C)(C)C
* highest occupied orbital energy: -0.542 Eh
* charge: +1
* ΔE to the lowest compared entry with this formula, charge and spin: 171.6 kJ/mol

Last column: natural (NBO) charge in e.
Geometry (Å):
C1 0.1661 1.5939 -1.4528  -0.64
C2 -0.4607 0.9815 -0.1561  0.15
N1 -0.0229 1.6918 0.9621  -0.86
N2 -0.1021 -0.4922 0.1718  -0.22
C3 1.3906 -0.7022 0.4027  -0.41
C4 -0.7886 -0.8744 1.3828  -0.43
C5 -0.5182 -1.4123 -0.9329  -0.45
H1 -0.2673 2.5963 -1.3911  0.25
H2 -0.1974 1.1554 -2.3556  0.23
H3 1.2275 1.5557 -1.4943  0.23
H4 -1.6256 0.8104 -0.1445  0.21
H5 -0.8233 2.1988 1.3817  0.39
H6 0.4860 2.5985 0.7117  0.40
H7 1.9750 -0.2713 -0.3698  0.23
H8 1.7068 -0.2677 1.3493  0.25
H9 1.6191 -1.6762 0.5586  0.23
H10 -0.6046 -1.9063 1.6536  0.24
H11 -0.5061 -0.2714 2.1500  0.24
H12 -1.8103 -0.7196 1.3867  0.23
H13 -1.5385 -1.7386 -0.9802  0.25
H14 -0.1684 -1.0491 -1.9475  0.24
H15 -0.0645 -2.4180 -0.8164  0.24

Cartesian forces, eV/Å:
C -2.2109 -0.6393 1.0978
C -1.3498 -1.1095 -1.0237
N -0.2039 4.3495 1.2886
N 1.2701 -1.1499 -1.4764
C -0.9258 2.8805 0.9382
C 0.2954 -1.8803 0.0997
C 1.4643 -1.1234 -1.8393
H 0.6037 0.0957 -0.3907
H -0.3822 -0.3745 -0.5813
H 0.8874 0.2971 0.4074
H 2.0412 1.0050 -0.6453
H 0.2908 -1.0491 0.2813
H -0.1058 -2.0778 -0.0049
H 0.2792 0.2516 -0.8929
H -0.4324 0.6407 -0.1060
H 0.2006 -3.2854 -0.1956
H 0.2193 -0.2031 -0.2072
H 1.4782 1.6220 2.2076
H -2.3261 0.1231 -0.9557
H -0.9817 1.0197 0.3134
H -0.4935 -0.1796 1.3867
H 0.3821 0.7873 0.2981


# 2
Entry from the OMol25 dataset: C20H18Cl5N3O3ReS2 as an isolated structure (ωB97M-V/def2-TZVPD).

Calculated values
* HOMO-LUMO gap (spin up / spin down): 6.5 / 5.4 eV
* expectation value of S²: 3.783
* 2S+1: 4
* highest occupied orbital energy (spin up / spin down): -0.488 / -0.488 Eh
* charge: +2
* ΔE to the lowest compared entry with this formula, charge and spin: 0.0 kJ/mol

Last column: Löwdin spin population.
Geometry (Å):
Re1 -0.8542 -0.1959 -0.6066  2.40
O1 2.9868 3.7805 -0.6658  0.00
C1 3.6328 2.6032 -0.7154  0.00
C2 5.0247 2.6517 -0.7217  0.00
C3 5.7593 1.4899 -0.7676  0.00
C4 5.1339 0.2371 -0.8085  0.00
C5 3.7665 0.1765 -0.8032  0.00
C6 2.9871 1.3534 -0.7563  0.00
C7 1.5499 1.2483 -0.7434  0.02
O2 1.0182 -0.0073 -0.7920  0.13
N1 0.7476 2.2533 -0.6902  0.01
N2 -0.6027 1.8527 -0.6649  0.03
C8 -1.4288 2.8848 -0.6647  0.04
S1 -0.8065 4.4801 -0.7036  0.03
C9 -2.4165 5.2689 -0.9695  0.00
C10 -3.4677 4.4495 -0.2534  0.00
S2 -3.1403 2.7017 -0.6319  0.03
H1 2.0300 3.6266 -0.6585  0.00
H2 5.4995 3.6228 -0.6905  0.00
H3 6.8400 1.5494 -0.7724  0.00
H4 5.7236 -0.6672 -0.8477  0.00
H5 3.2661 -0.7807 -0.8410  0.00
H6 -2.5979 5.3258 -2.0417  0.00
H7 -2.3546 6.2769 -0.5618  0.00
H8 -4.4729 4.6705 -0.6077  0.00
H9 -3.4244 4.5784 0.8266  0.00
Cl1 -3.3389 -0.6148 -0.2297  0.03
C11 -2.7023 -0.3812 1.4112  0.06
C12 -1.3445 -0.1523 1.3653  -0.01
C13 -0.6557 0.0418 2.5520  0.04
Cl2 1.0340 0.3305 2.5236  0.01
C14 -1.3712 -0.0027 3.7544  -0.01
Cl3 -0.5495 0.2288 5.2274  -0.01
C15 -2.7601 -0.2315 3.7569  0.06
Cl4 -3.6166 -0.2721 5.2232  0.03
C16 -3.4594 -0.4275 2.5555  -0.01
Cl5 -5.1382 -0.7074 2.4814  -0.01
C17 -0.1841 -5.6714 -0.7318  0.00
N3 -0.6309 -4.3512 -1.2259  0.02
C18 -1.3361 -4.2756 -2.5201  0.00
C19 -0.4208 -3.2603 -0.5529  0.01
C20 0.2939 -3.2144 0.7529  0.00
O3 -0.8556 -2.1462 -1.0631  0.09
H10 -0.4980 -6.4203 -1.4493  0.00
H11 -0.6422 -5.8959 0.2283  0.00
H12 0.8999 -5.7024 -0.6491  0.00
H13 -1.3729 -5.2704 -2.9480  0.00
H14 -0.8050 -3.6102 -3.1961  0.00
H15 -2.3491 -3.9078 -2.3718  0.00
H16 0.7116 -4.1674 1.0562  0.00
H17 -0.4041 -2.8731 1.5207  0.00
H18 1.0960 -2.4758 0.6818  0.00

Cartesian forces, eV/Å:
Re 0.0638 0.1168 0.2936
O 0.0735 -0.2021 -0.0057
C -0.0916 0.2188 0.0277
C 0.1018 -0.0035 -0.0057
C 0.0474 0.0036 0.0020
C 0.0209 0.0539 -0.0010
C -0.0850 0.0640 -0.0004
C 0.0128 -0.1842 0.0035
C 0.1518 -0.1845 -0.0385
O -0.0043 0.1029 -0.0879
N -0.2909 -0.0658 0.0016
N 0.2218 0.0905 -0.0212
C 0.1125 0.0218 -0.0092
S 0.0533 0.0554 0.0068
C -0.0483 0.0338 0.0252
C -0.0078 0.0164 -0.0060
S -0.0236 -0.0765 0.0028
H -0.0634 0.0433 -0.0088
H 0.0019 -0.0134 -0.0001
H -0.0120 -0.0045 -0.0013
H 0.0050 0.0025 0.0013
H -0.0087 0.0008 -0.0022
H -0.0050 -0.0018 -0.0045
H -0.0075 0.0041 -0.0076
H 0.0014 0.0123 -0.0032
H -0.0003 -0.0034 0.0059
Cl -0.2832 -0.0041 0.1548
C -0.0589 -0.0530 -0.1514
C 0.0738 -0.0894 -0.4032
C -0.0407 0.0499 0.1262
Cl -0.0373 -0.0099 -0.0029
C 0.0470 0.0094 -0.0217
Cl 0.0050 0.0048 0.0446
C -0.0013 0.0061 0.0126
Cl -0.0138 -0.0044 0.0176
C -0.0602 -0.0027 -0.0186
Cl 0.0161 0.0049 0.0472
C -0.0361 0.0634 -0.0465
N -0.0095 -0.1687 -0.0488
C 0.0380 -0.0294 0.0682
C 0.0649 0.3249 -0.0932
C 0.0159 -0.0172 0.0191
O 0.0736 -0.2014 0.1207
H -0.0004 -0.0142 0.0119
H -0.0016 0.0047 0.0074
H 0.0069 0.0071 -0.0042
H -0.0050 0.0079 -0.0110
H 0.0106 0.0140 0.0004
H -0.0068 0.0068 0.0041
H -0.0016 0.0052 -0.0092
H 0.0015 -0.0129 0.0003
H -0.0164 -0.0030 0.0081


# 3
Entry from the OMol25 dataset: C47H33Cl5N7O6PY as an isolated structure in a non-equilibrium geometry (ωB97M-V/def2-TZVPD).

Calculated values
* HOMO-LUMO gap: 7.3 eV
* highest occupied orbital energy: -0.180 Eh
* charge: -1
* ΔE to the lowest compared entry with this formula, charge and spin: 167.2 kJ/mol

Last column: Löwdin charge in e.
Geometry (Å):
Y1 0.4787 0.9462 -0.3395  1.57
O1 4.7146 0.9502 0.1659  0.07
C1 3.5698 0.7291 0.5724  -0.42
N1 2.6560 0.0006 -0.1610  0.03
C2 3.0933 -1.0999 -0.8427  -0.46
O2 3.9685 -1.8974 -0.5018  0.05
C3 2.3819 -1.3293 -2.1316  -0.21
C4 3.0332 -2.1824 -3.0493  0.00
C5 2.4069 -2.4220 -4.2405  -0.05
C6 1.1122 -1.8867 -4.4176  -0.05
C7 0.5202 -1.1412 -3.4219  -0.14
N2 1.1868 -0.7983 -2.3018  0.06
C8 3.1269 1.3768 1.8205  -0.27
C9 4.2973 1.9997 2.6747  -0.06
C10 4.3705 3.4869 2.8485  -0.05
C11 3.2572 4.1840 2.4972  0.01
C12 1.9327 3.3522 2.3944  -0.20
N3 1.8492 2.0782 1.6763  0.06
H1 3.9517 -2.6659 -2.7312  0.12
H2 2.9329 -3.0023 -5.0080  0.11
H3 0.5870 -2.1153 -5.3582  0.11
H4 -0.5015 -0.7858 -3.5110  0.10
H5 5.2662 1.5524 2.4017  0.14
H6 5.3458 3.9071 2.9884  0.09
H7 3.2412 5.2822 2.3147  0.10
H8 1.1684 3.9910 1.9211  0.11
Cl1 1.9866 2.1812 -3.2880  0.67
C13 0.2419 2.1728 -3.5123  -0.69
C14 -0.5757 1.6343 -2.5304  -0.31
C15 -1.9229 1.6753 -2.7779  -0.66
Cl2 -3.0779 1.0430 -1.5904  0.68
C16 -2.5053 2.3702 -3.9097  -0.70
Cl3 -4.2028 2.6202 -4.0019  0.65
C17 -1.6817 2.9166 -4.9025  -0.74
Cl4 -2.3139 3.6422 -6.3126  0.66
C18 -0.2687 2.8240 -4.6914  -0.69
Cl5 0.7532 3.6911 -5.7725  0.64
O3 -0.4392 -0.8934 3.3281  0.01
C19 -0.9286 -1.1145 2.2052  -0.56
O4 -0.5750 -0.5259 1.0827  -0.27
C20 -1.9444 -2.2241 2.1495  -0.11
C21 -2.4351 -2.7430 3.3683  -0.02
C22 -3.2863 -3.8213 3.4269  -0.09
C23 -3.6477 -4.4780 2.2657  -0.11
C24 -3.1805 -4.0443 1.0438  -0.09
C25 -2.3012 -2.9384 1.0000  -0.29
P1 -1.5624 -2.5453 -0.6142  1.10
C26 -0.4010 -3.9067 -0.8061  -0.35
C27 0.7800 -3.7367 -0.0621  -0.10
C28 1.8343 -4.6054 -0.1884  -0.09
C29 1.7138 -5.7247 -1.0087  -0.09
C30 0.4943 -5.9618 -1.6691  -0.10
C31 -0.5592 -5.0654 -1.5788  -0.10
C32 -2.9520 -2.6527 -1.7247  -0.41
C33 -2.7722 -2.9935 -3.0767  -0.11
C34 -3.8425 -2.9496 -3.9359  -0.10
C35 -5.0796 -2.4356 -3.5396  -0.10
C36 -5.2432 -2.1141 -2.1964  -0.10
C37 -4.1919 -2.2013 -1.3002  -0.14
H9 -2.0990 -2.2118 4.2451  0.11
H10 -3.6806 -4.2308 4.3819  0.11
H11 -4.3022 -5.3561 2.3360  0.10
H12 -3.4648 -4.5634 0.1270  0.11
H13 0.8157 -2.9098 0.6686  0.11
H14 2.7896 -4.4022 0.3057  0.11
H15 2.5386 -6.4069 -1.1324  0.09
H16 0.4315 -6.8507 -2.3041  0.10
H17 -1.5017 -5.2392 -2.1167  0.10
H18 -1.7753 -3.2757 -3.3835  0.09
H19 -3.7330 -3.3333 -4.9450  0.10
H20 -5.8702 -2.2954 -4.2774  0.10
H21 -6.2289 -1.7881 -1.8354  0.11
H22 -4.3572 -1.9103 -0.2579  0.12
N4 3.1251 1.2344 6.4302  0.12
C38 2.9411 1.7947 5.2269  -0.31
C39 3.6194 1.1191 4.0656  -0.08
C40 2.6266 0.5902 3.1361  -0.18
N5 1.3016 1.2721 3.1508  0.16
C41 1.3063 2.6586 3.7141  -0.24
C42 2.0065 2.7733 4.9713  -0.03
H23 4.0070 0.7509 6.6422  0.11
H24 2.5989 1.6617 7.2027  0.11
H25 4.3807 0.3344 4.3567  0.15
H26 2.4991 -0.4823 2.9805  0.15
H27 0.2680 2.9922 3.6838  0.14
H28 1.7980 3.6119 5.6567  0.11
C43 -0.2462 6.1017 -0.5474  -0.03
N6 -0.9572 4.9556 0.0434  -0.06
C44 -2.0096 5.2504 0.9190  -0.06
C45 -2.6741 4.2348 1.4839  0.00
C46 -2.2106 2.8577 1.3388  -0.52
O5 -2.7267 1.8917 1.8771  0.03
N7 -1.1286 2.6735 0.4891  0.08
C47 -0.4786 3.6515 -0.0885  -0.57
O6 0.5706 3.3736 -0.7516  -0.14
H29 0.3668 6.6054 0.2101  0.08
H30 -0.9995 6.8173 -0.9501  0.09
H31 0.4082 5.7364 -1.3628  0.10
H32 -2.2339 6.2987 1.1064  0.12
H33 -3.5817 4.4089 2.0638  0.11

Cartesian forces, eV/Å:
Y -0.9926 -0.1875 0.5706
O -0.6768 -0.3892 0.5058
C 1.8070 -0.3076 -1.6828
N -0.1781 0.2689 0.6554
C 0.8137 0.0093 0.5732
O -0.6101 0.8017 -0.0809
C 0.5585 -1.0990 -0.2668
C -0.4877 0.2631 0.7005
C -0.2909 0.2633 -0.3056
C 0.3023 -0.7688 -0.9043
C 0.2084 0.1474 0.0578
N -0.3476 -0.1699 0.0095
C 0.4192 -1.1812 2.8321
C -1.2201 -0.3278 2.5474
C -1.5903 -0.0833 -1.7820
C 0.0832 -1.5883 0.4071
C -0.9909 1.9487 0.1324
N -0.4462 -1.7666 1.6012
H -0.0457 0.3150 -0.1788
H -0.5440 0.1558 0.1964
H 0.0811 0.2712 0.6305
H 0.1411 0.0670 0.0063
H -0.5911 0.1331 0.1705
H 0.2714 0.4505 0.1457
H -0.1423 -1.0108 0.4382
H 0.2822 0.0664 0.3499
Cl -0.2910 -0.0881 0.0781
C -0.8650 1.2377 -1.7711
C 0.2307 -0.6616 0.0440
C -1.3673 1.3741 -1.1912
Cl 0.5671 0.0327 -0.3121
C 0.8772 -0.6025 0.7930
Cl -0.2432 -0.1096 -0.1493
C 1.3496 -0.9506 1.4774
Cl -0.1677 0.2109 -0.1575
C -0.5679 -0.4374 1.3013
Cl 0.2813 -0.1710 -0.1300
O -0.6833 -0.3947 -1.6055
C 1.5546 1.2928 0.6300
O 0.0081 -0.2308 0.9447
C -0.6968 -1.6157 -0.1597
C 0.2464 0.9487 -0.0807
C -0.1894 -0.4005 0.8847
C -0.6408 -0.6870 -0.4005
C 0.4754 0.3133 0.3814
C -0.2712 -0.0373 -0.3346
P 0.5093 1.5723 -0.0199
C 0.0140 -0.9793 0.0934
C -0.7152 0.7089 0.3183
C 0.8386 -0.5362 -0.0591
C -0.9802 0.2715 -0.2130
C 0.9149 -0.4012 -0.1439
C -0.1115 0.4239 -0.0630
C 0.0543 -0.5547 -0.5268
C -0.0091 0.0284 0.9922
C -0.3846 0.1746 -0.7956
C 0.3255 -0.3469 0.2360
C -0.8515 0.4383 -0.2050
C -0.4775 -0.0598 0.2850
H -0.0682 -0.0812 0.2302
H 0.4726 0.5809 -0.6141
H 0.2235 0.3624 -0.1364
H 0.1689 0.1616 0.2321
H 0.2184 -0.2209 -0.6330
H -0.4402 -0.0428 -0.0215
H 0.1163 -0.1071 -0.0299
H -0.1911 0.2629 0.2247
H 0.4905 0.0372 0.2270
H -0.0371 -0.2420 -0.3097
H 0.1050 0.2748 -0.0886
H 0.0823 -0.2123 0.3383
H 0.5039 0.0218 -0.1838
H 0.1089 -0.1634 -0.3857
N 1.0007 0.0253 2.1278
C -0.6826 0.9498 -1.6625
C 2.5902 0.2117 -0.4466
C -0.9323 -0.5146 -3.6937
N 0.8282 2.0620 -3.0729
C 0.9273 1.2284 -2.0143
C 0.8953 -0.1975 1.3439
H -0.7629 0.5671 -0.0577
H 0.6231 -0.5022 -0.4799
H -0.8826 0.8957 0.0099
H -0.1720 -0.0141 0.5973
H 0.0201 -0.0911 0.6540
H -0.2965 -0.9839 0.0773
C -0.1331 -0.3288 -0.4302
N 0.4741 1.2514 0.1108
C 0.5404 -1.2018 -0.6130
C -0.7215 0.4802 0.6547
C 0.1370 -0.9163 -0.7541
O -0.2403 0.5137 0.2145
N -0.0686 -0.8712 0.7012
C 0.3567 0.5917 -0.3169
O -0.3803 0.7342 0.4909
H -0.0420 -0.0333 -0.1608
H 0.5816 -0.4901 0.2173
H -0.4384 0.2137 0.5106
H 0.0259 -0.2206 -0.3655
H 0.4516 -0.0356 0.0381


# 4
Entry from the OMol25 dataset: an isolated ion of composition C17H21ClFN4O4S and charge +1 in a non-equilibrium geometry (ωB97M-V/def2-TZVPD).

Calculated values
* HOMO-LUMO gap: 8.4 eV
* structure (SMILES): C[C@H](c1nc(-c2ccc(S(C)(=O)=O)cc2Cl)no1)[C@H]([NH3+])C(=O)N1CC[C@H](F)C1
* highest occupied orbital energy: -0.436 Eh
* charge: +1

Last column: natural (NBO) charge in e.
Geometry (Å):
C1 -0.4978 0.3766 3.3430  -0.63
C2 0.4173 -0.1954 2.2050  -0.30
C3 -0.1742 -0.0244 0.8658  0.49
N1 0.0058 1.0684 0.1165  -0.43
C4 -1.0203 1.0548 -0.8492  0.34
C5 -1.2246 2.1075 -1.9223  -0.14
C6 -2.3701 2.0061 -2.7641  -0.14
C7 -2.6249 3.1116 -3.7176  -0.16
C8 -1.7892 4.2282 -3.7913  -0.35
S1 -2.2867 5.6455 -4.6622  2.14
C9 -1.5173 5.6251 -6.2814  -0.87
O1 -3.7433 5.6061 -4.7640  -0.93
O2 -1.9322 6.8669 -3.9514  -0.92
C10 -0.5649 4.1800 -3.0636  -0.18
C11 -0.3106 3.1610 -2.1327  0.02
Cl1 1.1044 3.5172 -1.1214  0.03
N2 -1.6899 -0.0760 -0.7793  -0.11
O3 -1.4315 -0.5832 0.5022  -0.36
C12 0.8180 -1.7266 2.4042  -0.11
N3 -0.3282 -2.6660 2.2865  -0.67
C13 1.5328 -2.0002 3.7874  0.65
O4 0.8065 -2.4902 4.6889  -0.65
N4 2.8844 -2.0401 4.0158  -0.40
C14 3.8934 -1.5894 3.0512  -0.22
C15 5.2573 -1.9714 3.6882  -0.45
C16 4.9669 -2.9662 4.7667  0.20
F1 4.9909 -4.2458 4.2735  -0.35
C17 3.5015 -2.6630 5.1913  -0.25
H1 -1.5269 0.5797 2.8661  0.24
H2 -0.0477 1.2395 3.8517  0.26
H3 -0.5949 -0.4101 4.1629  0.24
H4 1.3122 0.3217 2.2825  0.27
H5 -3.0417 1.0913 -2.8440  0.26
H6 -3.6313 3.1968 -4.1893  0.27
H7 -0.5092 5.2450 -6.3758  0.25
H8 -2.2288 5.0352 -6.8094  0.25
H9 -1.5480 6.6274 -6.7502  0.28
H10 0.0820 5.0282 -3.0044  0.26
H11 1.5797 -2.0323 1.6367  0.24
H12 -0.6659 -2.9204 3.1518  0.46
H13 -0.0064 -3.5815 1.9656  0.45
H14 -1.0833 -2.3062 1.6966  0.47
H15 3.6659 -2.0910 2.1305  0.19
H16 3.8062 -0.4920 2.6504  0.21
H17 5.7139 -1.0662 4.0161  0.24
H18 5.9329 -2.4273 3.0135  0.25
H19 5.6510 -2.8471 5.5530  0.19
H20 3.4508 -1.9937 6.0463  0.22
H21 2.9458 -3.5844 5.4930  0.25

Cartesian forces, eV/Å:
C -1.4147 -1.4548 0.0207
C -1.3441 -2.6767 1.0432
C -2.8475 4.4558 -2.3227
N -0.0646 -1.8586 1.0458
C 1.3487 -1.3058 0.0165
C -0.4092 -1.3483 -0.1757
C 0.2455 1.5365 -1.8856
C -0.8954 -1.0952 1.7604
C 1.6376 -2.4431 1.2874
S -2.4067 4.1096 0.7422
C -0.4172 0.5912 -0.1484
O 1.1858 -1.4892 -0.9912
O 1.5448 -1.3436 -0.3012
C -1.3876 -0.3709 0.4198
C -0.1253 1.1624 -0.0568
Cl -0.6855 -0.4985 -0.5345
N -1.7337 1.6028 0.6573
O 3.1677 -0.9882 -0.5035
C 2.5364 1.2254 0.1360
N 1.1118 -0.0232 -2.0515
C -0.2482 -2.7190 2.5711
O 0.1326 1.0321 -1.6254
N -0.9647 1.3737 -1.6280
C -0.1152 1.3145 -1.2207
C -1.3155 0.5268 -0.9060
C -2.4207 0.8128 -0.2133
F 0.2735 -0.3986 -0.2611
C -0.3010 -0.7376 0.6290
H 1.5523 0.0093 1.2451
H -0.3227 -0.0581 -0.6113
H -0.1563 0.9602 -1.0259
H 1.8242 0.9764 -0.4694
H 0.9754 1.4712 0.6709
H 1.0383 -0.3913 0.1326
H 0.1066 -0.2504 0.4803
H -0.2566 -0.7780 -0.8014
H -0.1367 -0.2895 0.7953
H 0.3068 0.4152 -0.3675
H -0.9547 0.4625 0.3216
H -1.2003 -0.0253 3.4431
H 0.0293 0.1531 -0.6784
H -0.0104 0.0069 -0.2861
H 0.4194 -0.8505 -0.6361
H 0.2243 -1.5083 1.6067
H 0.4307 0.5002 0.7280
H 0.5930 -0.3430 -0.9943
H 0.8698 -0.3090 1.2797
H 0.1036 0.1831 0.0831
H 0.4765 0.6732 -0.4204


Number 4 is which compound?
C17H21ClFN4O4S


charge of number 4 (C17H21ClFN4O4S)?
+1


Among the records above, which one has the lowest charge?
C47H33Cl5N7O6PY